1.
The following is a DFT calculation (wB97M-V/def2-TZVPD) of a molecular structure, C44H41I3N7OS2Ti in a non-equilibrium geometry.

HOMO (alpha / beta) in eV: -0.630 / -2.626
2S+1: 2
Energy above the lowest of the compared OMol25 structures with the same formula, charge and spin in eV: 1.151
HOMO-LUMO gap (alpha / beta) in Ha: 0.1561 / 0.2293
Charge: -2

Cartesian coordinates (Å):
1 Ti 1.1545 0.1359 0.3452
2 S 1.9186 -0.2531 -2.0243
3 C 2.0888 2.0102 0.0310
4 C 3.3534 2.4957 -0.1372
5 C 3.8621 3.5874 0.6016
6 C 3.0706 4.0864 1.6683
7 C 1.8145 3.6155 1.8779
8 N 1.2941 2.6450 1.0311
9 H 3.9844 2.0237 -0.8814
10 H 4.8449 3.9913 0.3980
11 H 3.4593 4.8381 2.3453
12 H 1.1953 3.9525 2.6982
13 S 0.0452 -2.1861 2.1633
14 C 0.7390 -0.6815 2.9175
15 N 0.2380 -0.2485 4.0154
16 N -0.8787 -0.8723 4.5192
17 C -1.6144 -0.2653 5.5104
18 C -1.1590 0.8808 6.1802
19 C -1.9509 1.4778 7.1505
20 C -3.1949 0.9556 7.4916
21 C -3.6244 -0.2079 6.8620
22 C -2.8496 -0.8180 5.8886
23 N 1.6943 0.0787 2.2712
24 N 2.6076 -0.4988 1.3554
25 C 3.9483 -0.1949 1.6182
26 C 4.9148 -0.3821 0.6266
27 C 6.2517 -0.1169 0.8800
28 C 6.6620 0.3727 2.1161
29 C 5.7019 0.5788 3.0980
30 C 4.3649 0.2871 2.8613
31 H -1.2990 -1.6099 3.9728
32 H -0.1898 1.2825 5.9143
33 H -1.5924 2.3748 7.6433
34 H -3.8183 1.4478 8.2292
35 H -4.5794 -0.6462 7.1292
36 H -3.1960 -1.7227 5.3971
37 H 4.6174 -0.7364 -0.3496
38 H 6.9830 -0.2983 0.0995
39 H 7.7070 0.5889 2.3057
40 H 5.9951 0.9633 4.0690
41 H 3.6181 0.4353 3.6285
42 N -0.7558 3.5356 0.2117
43 C -0.1656 2.4119 0.9360
44 O -0.3612 1.2159 0.2676
45 C -0.8242 2.2730 2.3459
46 I -1.6741 4.0039 3.2831
47 H -1.5112 3.1742 -0.3593
48 H -0.0584 3.9386 -0.4009
49 H -0.1258 1.8608 3.0629
50 H -1.6611 1.5906 2.2440
51 C 0.0301 -1.7288 0.4317
52 C -0.9202 -2.2171 -0.2932
53 C -1.9134 -2.6872 -1.0302
54 C -1.9268 -4.1454 -1.3870
55 C -3.0822 -4.9093 -1.1763
56 C -3.0925 -6.2765 -1.4239
57 C -1.9430 -6.9189 -1.8722
58 C -0.7827 -6.1795 -2.0586
59 C -0.7794 -4.8094 -1.8165
60 C -3.0319 -1.7747 -1.3970
61 C -4.0029 -2.1204 -2.3428
62 C -5.0039 -1.2259 -2.7093
63 C -5.0555 0.0449 -2.1541
64 C -4.0779 0.4140 -1.2334
65 C -3.0816 -0.4764 -0.8658
66 H -3.9738 -4.4272 -0.7937
67 H -4.0012 -6.8449 -1.2528
68 H -1.9503 -7.9887 -2.0560
69 H 0.1382 -6.6539 -2.3828
70 H 0.1412 -4.2573 -1.9476
71 H -3.9602 -3.0926 -2.8164
72 H -5.7449 -1.5256 -3.4437
73 H -5.8328 0.7433 -2.4442
74 H -4.0900 1.4087 -0.7986
75 H -2.3112 -0.1685 -0.1666
76 C 0.2274 3.6040 -4.9938
77 N 0.9905 3.0622 -3.8895
78 C 2.2283 2.4524 -4.3320
79 C 0.2186 2.2291 -2.9611
80 C -0.1709 0.8548 -3.4748
81 C -1.2671 0.7690 -4.3339
82 C -1.6949 -0.4356 -4.8689
83 C -1.0112 -1.5936 -4.5403
84 C 0.0685 -1.5406 -3.6696
85 C 0.4900 -0.3349 -3.1201
86 H 0.8203 4.3802 -5.4858
87 H -0.6885 4.0642 -4.6143
88 H -0.0467 2.8536 -5.7569
89 H 2.8275 3.1990 -4.8620
90 H 2.0728 1.5952 -5.0070
91 H 2.7966 2.1150 -3.4676
92 H -0.6966 2.7734 -2.7220
93 H 0.7932 2.1506 -2.0450
94 H -1.8113 1.6783 -4.5685
95 H -2.5578 -0.4679 -5.5237
96 H -1.3207 -2.5523 -4.9417
97 H 0.5805 -2.4566 -3.4202
98 I 2.6511 -2.5462 -1.6638
99 I 3.7048 -5.4073 -1.4162

2.
The following is a DFT calculation (wB97M-V/def2-TZVPD) of a molecular structure, C44H41IrN6S in a non-equilibrium geometry.

HOMO (alpha / beta) in eV: -9.857 / -10.451
2S+1: 6
HOMO-LUMO gap (alpha / beta) in Ha: 0.2764 / 0.1850
Charge: +1

Cartesian coordinates (Å):
1 Ir -1.3132 -0.5117 0.8218
2 C -0.3927 -3.7560 1.0515
3 N -1.1492 -2.5939 1.5214
4 C -2.0087 -2.7921 2.4771
5 C -2.7217 -1.7056 3.0148
6 C -3.6581 -1.5891 4.0413
7 C -3.9924 -0.2332 4.1141
8 C -3.2612 0.4199 3.1280
9 N -2.4895 -0.4650 2.4661
10 C 0.3127 -4.5513 2.1388
11 C 0.5749 -5.9007 1.9272
12 C 1.1881 -6.6641 2.9092
13 C 1.5463 -6.0883 4.1188
14 C 1.3192 -4.7364 4.3260
15 C 0.7161 -3.9705 3.3385
16 H 0.3543 -3.4145 0.3438
17 H -1.0637 -4.4181 0.4950
18 H -2.1734 -3.7884 2.8800
19 H -4.0339 -2.3943 4.6526
20 H -4.6872 0.2280 4.7961
21 H -3.2671 1.4698 2.8781
22 H 0.2919 -6.3572 0.9854
23 H 1.3737 -7.7158 2.7335
24 H 2.0028 -6.6888 4.8943
25 H 1.6035 -4.2750 5.2631
26 H 0.5593 -2.9130 3.5113
27 C -1.2305 2.2751 -4.5096
28 C 0.2025 2.7139 -4.5786
29 C 0.6729 3.0593 -5.8480
30 C 1.9503 3.5257 -6.0811
31 C 2.8173 3.6625 -5.0101
32 C 2.3890 3.3120 -3.7488
33 C 1.0983 2.8233 -3.4948
34 N 0.8681 2.6056 -2.1097
35 C 0.0837 1.6383 -1.3783
36 N -1.1306 2.3151 -1.0941
37 C -2.3588 1.9783 -0.6237
38 C -2.6799 0.7162 -0.0689
39 C -4.0340 0.4042 0.1290
40 C -5.0079 1.3541 -0.0505
41 C -4.6532 2.6592 -0.4285
42 C -3.3557 2.9892 -0.7340
43 C -3.0061 4.3807 -1.1924
44 N 0.5709 -0.3239 -0.4159
45 C 1.4677 -1.4443 -0.2501
46 C 1.4734 -2.4288 -1.2474
47 C 2.3734 -3.4772 -1.2189
48 C 3.2739 -3.5797 -0.1704
49 C 3.1834 -2.6827 0.8757
50 C 2.2690 -1.6282 0.8830
51 C 2.1642 -0.8134 2.1475
52 H -1.7679 2.6220 -5.3906
53 H -1.7528 2.6447 -3.6340
54 H -1.3066 1.1907 -4.5053
55 H -0.0116 2.9696 -6.6829
56 H 2.2572 3.8009 -7.0810
57 H 3.8214 4.0355 -5.1606
58 H 3.0706 3.4142 -2.9096
59 H 1.7091 2.8321 -1.6078
60 H -1.0663 3.2680 -1.4133
61 H -4.3196 -0.5861 0.4586
62 H -6.0447 1.1058 0.1329
63 H -5.4215 3.4189 -0.5007
64 H -3.8933 5.0088 -1.1666
65 H -2.6283 4.3930 -2.2195
66 H -2.2523 4.8364 -0.5441
67 H 0.7376 -2.3955 -2.0364
68 H 2.3638 -4.2088 -2.0158
69 H 4.0082 -4.3737 -0.1511
70 H 3.8312 -2.7971 1.7368
71 H 2.3489 -1.4648 3.0011
72 H 1.1790 -0.3699 2.2682
73 H 2.9068 -0.0149 2.1720
74 C -0.2274 2.7517 3.0498
75 C 0.6454 2.3245 1.9128
76 C 1.9269 2.8642 1.7038
77 C 2.7787 2.3743 0.6885
78 C 2.3213 1.4427 -0.2071
79 C 3.0540 0.9028 -1.3309
80 C 2.5527 0.2477 -2.4515
81 C 1.2409 -0.1032 -2.7770
82 C 0.1293 0.0691 -1.7923
83 S -1.4536 -0.7841 -1.9447
84 C 0.8946 1.0748 -0.0511
85 N 0.1937 1.3697 1.1252
86 H 0.2731 3.4812 3.6822
87 H -0.5101 1.8872 3.6533
88 H -1.1474 3.1907 2.6592
89 H 2.2870 3.6262 2.3812
90 H 3.7969 2.7373 0.6117
91 H 4.1203 1.1003 -1.3265
92 H 3.3011 0.0047 -3.1970
93 H 1.0210 -0.5205 -3.7491

3.
The following is a DFT calculation (wB97M-V/def2-TZVPD) of a molecular structure, C44H42CaN8O4.

HOMO (alpha / beta) in eV: -3.913 / -3.912
Energy above the lowest of the compared OMol25 structures with the same formula, charge and spin in eV: 3.392
HOMO-LUMO gap (alpha / beta) in Ha: 0.1249 / 0.1249

Cartesian coordinates (Å):
1 Ca 0.0996 2.8387 0.2829
2 C -3.5020 5.1413 6.5935
3 C -2.7426 4.3725 5.5476
4 C -2.7990 3.0186 5.4405
5 C -2.0640 2.3247 4.4388
6 C -2.1480 0.9301 4.3587
7 N -1.5098 0.1795 3.4962
8 C -1.6713 -1.2666 3.4354
9 C -0.4840 -1.9421 2.7689
10 C -0.4968 -1.7911 1.2523
11 N 0.7137 -2.3726 0.6593
12 C 1.9835 -2.2766 1.0251
13 C 2.6761 -1.2938 1.7342
14 C 3.9426 -1.6581 2.2887
15 C 4.7611 -0.7456 2.8711
16 C 6.0764 -1.1135 3.5045
17 C 4.3887 0.6247 2.7527
18 C 3.2459 1.0669 2.1505
19 C 3.2216 2.4950 1.7907
20 N 2.5542 2.9688 0.8280
21 C 2.8378 4.3340 0.3695
22 C 2.0889 5.5014 1.0385
23 C 0.6266 5.8151 0.6470
24 N -0.3449 5.0616 1.4582
25 C -0.3793 5.2790 2.6998
26 C -1.2188 4.4730 3.6157
27 C -1.9202 5.0736 4.6198
28 C -1.2492 3.0319 3.4888
29 O -0.5832 2.3989 2.6241
30 C 2.2350 0.0965 1.7202
31 O 1.1106 0.4046 1.3084
32 H -4.0960 4.4747 7.2179
33 H -4.1797 5.8648 6.1362
34 H -2.8250 5.6968 7.2461
35 H -3.4102 2.4416 6.1282
36 H -2.7886 0.4060 5.0656
37 H -0.9034 0.6951 2.8374
38 H -2.5945 -1.5134 2.9003
39 H -1.7732 -1.6376 4.4569
40 H -0.5200 -3.0061 3.0166
41 H 0.4414 -1.5422 3.1868
42 H -0.6169 -0.7580 0.9469
43 H -1.3238 -2.3730 0.8406
44 H 0.5320 -3.0829 -0.0322
45 H 2.5791 -3.1185 0.6775
46 H 4.2293 -2.7055 2.2678
47 H 6.0597 -2.1332 3.8883
48 H 6.3100 -0.4487 4.3367
49 H 6.8995 -1.0414 2.7895
50 H 5.1048 1.3671 3.0971
51 H 3.9790 3.1034 2.3082
52 H 2.6011 4.3554 -0.6975
53 H 3.9094 4.5364 0.4838
54 H 2.6787 6.3820 0.7711
55 H 2.1683 5.4062 2.1265
56 H 0.4054 5.5601 -0.3986
57 H 0.4727 6.8823 0.8363
58 H 0.2074 6.0744 3.1857
59 H -1.8627 6.1547 4.7170
60 C -1.3499 -7.9775 -8.8028
61 O -2.2983 -7.5700 -7.8340
62 C -1.9758 -6.5114 -7.0467
63 C -2.9381 -6.1339 -6.1124
64 C -2.7019 -5.0678 -5.2696
65 C -1.5052 -4.3522 -5.3336
66 C -0.5537 -4.7392 -6.2693
67 C -0.7776 -5.8085 -7.1230
68 C -1.2189 -3.2122 -4.4573
69 N -0.1052 -2.5194 -4.4644
70 C -0.2658 -1.5572 -3.4965
71 C -1.4934 -1.6771 -2.8925
72 N -2.0981 -2.7441 -3.5177
73 C -1.9578 -0.8096 -1.8550
74 C -3.2164 -0.8817 -1.2515
75 C -3.5303 0.0364 -0.2699
76 C -2.5752 0.9784 0.0987
77 N -1.3660 1.0535 -0.4443
78 C -1.0535 0.1877 -1.4290
79 C 0.2442 0.3414 -2.0642
80 N 1.0215 1.3484 -1.6272
81 C 2.1781 1.5461 -2.2296
82 C 2.6430 0.7656 -3.2900
83 C 1.8708 -0.2839 -3.7320
84 C 0.6395 -0.5086 -3.1158
85 H -1.7923 -8.8227 -9.3219
86 H -0.4135 -8.2911 -8.3344
87 H -1.1472 -7.1784 -9.5202
88 H -3.8644 -6.6906 -6.0693
89 H -3.4728 -4.8002 -4.5567
90 H 0.3721 -4.1828 -6.3223
91 H -0.0173 -6.0800 -7.8404
92 H -3.0281 -3.0837 -3.3549
93 H -3.9356 -1.6317 -1.5602
94 H -4.5012 0.0384 0.2080
95 H -2.7990 1.7146 0.8647
96 H 2.7772 2.3668 -1.8528
97 H 3.5999 0.9911 -3.7418
98 H 2.1800 -0.9280 -4.5450
99 O -0.7071 3.6642 -1.3695

4.
The following is a DFT calculation (wB97M-V/def2-TZVPD) of 6 unconnected molecules or ions with the total composition C44H42N2O15S3 in a non-equilibrium geometry.

HOMO in eV: -8.823
HOMO-LUMO gap in Ha: 0.2530
SMILES string: CC(C)CC[C@@]1(O)OS(=O)(=O)O[C@H]1CCCSC(=S)n1ccnc1.O=C1C=CC(=O)C=C1.O=C1C=CC(=O)C=C1.O=C1C=CC(=O)C=C1.O=C1C=CC(=O)C=C1.O=C1C=CC(=O)C=C1

Cartesian coordinates (Å):
1 C 1.7495 -1.7914 -4.8587
2 C 0.2162 -1.9529 -4.2516
3 C 0.2056 -2.5388 -2.6865
4 C -0.7328 -0.6331 -4.4610
5 C -0.1073 0.7734 -3.8949
6 C -0.8584 1.3336 -2.5506
7 O -1.9296 2.1930 -3.1540
8 O -1.6890 0.3875 -1.7582
9 S -1.3879 0.6274 -0.0966
10 O -0.3617 -0.4128 0.4115
11 O -2.6336 0.8163 0.8448
12 O -0.8857 2.2762 -0.2771
13 C -0.1077 2.3950 -1.5552
14 C 1.4149 2.1078 -1.0220
15 C 2.5443 2.5635 -2.1198
16 C 3.4768 1.2300 -2.5051
17 S 5.2789 1.4956 -1.9897
18 C 6.3172 0.7246 -3.3967
19 S 7.7572 -0.1577 -3.1206
20 N 5.7142 0.9419 -4.8009
21 C 5.4141 2.3832 -5.1823
22 C 4.7675 2.0939 -6.6840
23 N 4.7321 0.5964 -7.0427
24 C 5.3296 -0.0926 -5.8362
25 H 2.5888 -2.0543 -4.0516
26 H 1.9334 -0.6777 -5.2450
27 H 1.9480 -2.5017 -5.7746
28 H -0.2819 -2.8254 -4.8950
29 H 1.2640 -3.0242 -2.4453
30 H -0.0281 -1.6977 -1.8913
31 H -0.6055 -3.4058 -2.5967
32 H -1.8127 -0.8910 -4.0300
33 H -0.8968 -0.5054 -5.6313
34 H 1.0537 0.6846 -3.7785
35 H -0.2877 1.5878 -4.7486
36 H -1.5191 3.0240 -3.5374
37 H -0.1945 3.5181 -1.8731
38 H 1.5783 1.0059 -0.6054
39 H 1.5708 2.8137 -0.0718
40 H 3.3022 3.3761 -1.7456
41 H 1.9488 2.8981 -3.0919
42 H 3.0546 0.2353 -2.0109
43 H 3.3346 1.0870 -3.6678
44 H 5.5636 3.3827 -4.5926
45 H 4.3367 2.9449 -7.4010
46 H 5.5097 -1.2177 -5.5693
47 C 2.5553 -7.9389 -1.1231
48 C 2.4410 -6.8812 -1.9322
49 C 1.3862 -5.8693 -1.7258
50 O 1.2796 -4.9020 -2.4670
51 C 0.4641 -6.0705 -0.5904
52 C 0.5784 -7.1282 0.2187
53 C 1.6332 -8.1401 0.0123
54 O 1.7398 -9.1074 0.7535
55 H 3.3228 -8.6907 -1.2609
56 H 3.1099 -6.7191 -2.7688
57 H -0.3034 -5.3187 -0.4526
58 H -0.0906 -7.2903 1.0553
59 C 5.2651 -5.3149 1.1690
60 C 5.2814 -4.4012 2.1442
61 C 4.9232 -2.9934 1.8811
62 O 4.9397 -2.1560 2.7727
63 C 4.5450 -2.6351 0.4996
64 C 4.5288 -3.5489 -0.4756
65 C 4.8870 -4.9566 -0.2125
66 O 4.8705 -5.7940 -1.1041
67 H 5.5257 -6.3514 1.3448
68 H 5.5557 -4.6483 3.1628
69 H 4.2844 -1.5986 0.3238
70 H 4.2544 -3.3017 -1.4942
71 C -7.6209 0.7516 4.1118
72 C -6.7682 1.1007 5.0801
73 C -5.3365 1.3224 4.7967
74 O -4.5550 1.6400 5.6827
75 C -4.8842 1.1452 3.4026
76 C -5.7368 0.7961 2.4343
77 C -7.1685 0.5743 2.7177
78 O -7.9500 0.2567 1.8317
79 H -8.6739 0.5844 4.3027
80 H -7.0847 1.2354 6.1074
81 H -3.8311 1.3124 3.2117
82 H -5.4204 0.6614 1.4069
83 C -7.8008 4.7398 4.8071
84 C -7.9151 5.7975 3.9981
85 C -8.9699 6.8094 4.2045
86 O -9.0765 7.7767 3.4632
87 C -9.8920 6.6082 5.3399
88 C -9.7777 5.5505 6.1489
89 C -8.7229 4.5386 5.9425
90 O -8.6163 3.5713 6.6838
91 H -7.0333 3.9880 4.6694
92 H -7.2462 5.9596 3.1614
93 H -10.6595 7.3600 5.4776
94 H -10.4467 5.3884 6.9856
95 C 1.6240 3.1257 2.8252
96 C 1.0939 3.1057 4.0519
97 C 1.6493 2.2419 5.1124
98 O 1.1635 2.2214 6.2350
99 C 2.8134 1.4027 4.7654
100 C 3.3435 1.4227 3.5387
101 C 2.7882 2.2865 2.4782
102 O 3.2740 2.3070 1.3557
103 H 1.2285 3.7529 2.0357
104 H 0.2405 3.7158 4.3223
105 H 3.2090 0.7755 5.5550
106 H 4.1970 0.8126 3.2683

5.
The following is a DFT calculation (wB97M-V/def2-TZVPD) of a molecular structure, C44H42N6NiP2S2Te in a non-equilibrium geometry.

HOMO (alpha / beta) in eV: -6.394 / -6.711
2S+1: 3
Energy above the lowest of the compared OMol25 structures with the same formula, charge and spin in eV: 3.748
HOMO-LUMO gap (alpha / beta) in Ha: 0.1637 / 0.1753

Cartesian coordinates (Å):
1 Ni 0.7761 -0.2461 0.5205
2 N 2.4909 -3.0302 5.2722
3 C 2.5803 -2.3662 3.9092
4 C 3.6201 -1.2648 3.9195
5 C 3.5683 -0.5391 2.5618
6 N 2.2672 0.0906 2.3452
7 C 3.8406 -1.5521 1.4489
8 C 2.8677 -2.7404 1.4655
9 N 1.5153 -2.3408 1.1013
10 C 2.8906 -3.4178 2.8586
11 H 2.2861 -2.3350 5.9938
12 H 3.3823 -3.4820 5.4924
13 H 1.7583 -3.7439 5.2703
14 H 1.6066 -1.9090 3.7240
15 H 4.6228 -1.6807 4.0474
16 H 3.4271 -0.5534 4.7282
17 H 4.3768 0.2026 2.5515
18 H 2.3775 0.6709 1.4975
19 H 2.0678 0.7692 3.0761
20 H 4.8687 -1.9112 1.5327
21 H 3.7381 -1.0364 0.4929
22 H 3.2120 -3.4638 0.7223
23 H 0.9494 -2.0740 1.8992
24 H 1.0170 -3.0561 0.5838
25 H 3.8761 -3.8566 3.0410
26 H 2.1404 -4.2143 2.8763
27 Te -1.1799 1.6009 -2.1310
28 C -3.2259 2.2171 -1.9670
29 C -3.6191 3.4420 -2.4948
30 C -4.9512 3.8152 -2.4116
31 N -5.8950 3.0539 -1.8718
32 C -5.5185 1.8764 -1.3886
33 C -4.2100 1.4239 -1.3957
34 C -1.1431 0.3509 -0.4207
35 P -1.1166 0.8375 1.3283
36 C -2.8481 1.3802 1.7015
37 C -3.7573 0.3925 2.0721
38 C -5.0682 0.7159 2.3769
39 C -5.4926 2.0347 2.3105
40 C -4.5971 3.0237 1.9356
41 C -3.2843 2.6999 1.6341
42 C -0.3288 2.4794 1.6613
43 C 0.0864 2.6111 2.9900
44 C 0.6934 3.7695 3.4433
45 C 0.9360 4.8155 2.5662
46 C 0.5312 4.6981 1.2474
47 C -0.1148 3.5535 0.8041
48 P -1.0099 -1.4352 -0.5797
49 C -0.1057 -1.7962 -2.1578
50 C -0.6866 -2.2120 -3.3553
51 C 0.1020 -2.5495 -4.4459
52 C 1.4830 -2.5398 -4.3500
53 C 2.0778 -2.1691 -3.1534
54 C 1.2915 -1.7841 -2.0820
55 C -2.6826 -2.0448 -1.0959
56 C -3.1681 -3.1722 -0.4405
57 C -4.3974 -3.7184 -0.7755
58 C -5.1584 -3.1366 -1.7765
59 C -4.6880 -2.0095 -2.4337
60 C -3.4593 -1.4668 -2.0967
61 H -2.8969 4.0932 -2.9701
62 H -5.2874 4.7689 -2.8037
63 H -6.3072 1.2606 -0.9722
64 H -3.9703 0.4643 -0.9662
65 H -3.4205 -0.6383 2.0993
66 H -5.7652 -0.0607 2.6643
67 H -6.5200 2.2882 2.5357
68 H -4.9258 4.0518 1.8589
69 H -2.6005 3.4797 1.3283
70 H -0.0883 1.7891 3.6789
71 H 0.9717 3.8665 4.4858
72 H 1.4266 5.7167 2.9106
73 H 0.7018 5.5125 0.5559
74 H -0.4476 3.5054 -0.2237
75 H -1.7593 -2.2836 -3.4525
76 H -0.3701 -2.8331 -5.3776
77 H 2.0986 -2.8105 -5.1970
78 H 3.1577 -2.1743 -3.0596
79 H 1.7577 -1.4606 -1.1555
80 H -2.5649 -3.6282 0.3364
81 H -4.7630 -4.5982 -0.2619
82 H -6.1150 -3.5601 -2.0517
83 H -5.2754 -1.5521 -3.2189
84 H -3.0937 -0.5930 -2.6228
85 S 4.3192 1.7930 0.2397
86 C 4.2471 1.3713 -1.4317
87 C 5.3330 1.1653 -2.2695
88 C 5.1081 0.8700 -3.6137
89 C 6.2215 0.7049 -4.4809
90 N 7.1438 0.5886 -5.1572
91 C 3.7952 0.7645 -4.1139
92 C 2.7062 0.9646 -3.2629
93 C 2.9408 1.2536 -1.9333
94 S 1.7231 1.5729 -0.7301
95 C 3.5529 0.4190 -5.4684
96 N 3.3111 0.1160 -6.5510
97 H 6.3406 1.2487 -1.8853
98 H 1.6949 0.8864 -3.6418